# C36H98F6N6O16P

11 unconnected molecules or ions with the total composition C36H98F6N6O16P at a distorted geometry (the ωB97M-V functional and the def2-TZVPD basis, the Open Molecules 2025 dataset).

Geometry as XYZ:
```
163
Properties=species:S:1:pos:R:3:forces:R:3
P -0.152606 -1.450098 -0.749272 -0.014 -0.393 0.887
F -1.016193 -2.272941 -1.846363 0.602 0.246 0.235
F 0.116838 -2.831518 0.144664 -0.477 1.191 -0.498
F 1.235944 -1.841919 -1.586554 -0.934 1.019 0.530
F 0.714438 -0.583534 0.409564 -0.615 -0.932 -1.214
F -0.375637 -0.038576 -1.558783 0.586 -1.063 0.023
F -1.569713 -1.164587 0.045004 1.159 -0.130 0.055
C 6.232504 6.331673 3.358401 0.037 -0.220 0.265
O 4.926216 5.799179 3.279161 -0.037 1.311 0.997
C 4.801361 4.648884 2.494258 0.833 -0.405 -0.276
C 3.343978 4.300515 2.375927 0.438 -0.502 -1.792
N 2.770568 5.336371 1.510125 0.247 -0.351 0.986
C 1.359528 5.164336 1.390784 -1.499 1.020 -0.577
C 0.973358 4.001270 0.524120 -0.147 -0.626 0.061
O -0.430457 4.040300 0.240721 0.757 -0.488 -0.008
C -0.744220 3.013592 -0.700360 -1.440 0.100 0.503
H 6.357208 6.974173 4.243667 -0.546 -0.001 -0.408
H 6.536967 6.861019 2.455032 -0.205 0.216 -0.157
H 6.963362 5.549210 3.504094 0.291 -0.613 -0.001
H 5.458260 3.887660 2.889904 -0.114 -0.737 0.475
H 5.224244 4.860342 1.515718 -0.239 0.012 -0.570
H 2.843774 4.147619 3.317409 -0.120 0.365 0.683
H 3.162520 3.359130 1.835296 0.712 0.031 0.257
H 2.961913 6.201975 1.988829 -0.053 0.453 -0.086
H 0.955649 6.090572 0.947067 -0.082 -0.292 0.125
H 0.816913 4.977386 2.330034 0.237 0.435 0.212
H 1.228958 3.100969 1.111726 -0.314 -0.163 -0.380
H 1.547501 3.950817 -0.400621 0.155 0.213 -0.185
H -1.855668 2.958508 -0.755972 0.704 0.235 -0.127
H -0.436400 2.009856 -0.397866 0.377 0.159 0.142
H -0.338470 3.252387 -1.679792 0.132 -0.012 -0.236
C -3.701283 -1.305604 -2.637897 0.571 -0.998 -1.829
O -4.627366 -0.355474 -3.113828 -0.246 -0.544 0.216
C -4.510143 0.872133 -2.464781 0.698 -0.175 1.132
C -5.410318 1.845343 -3.091488 -0.544 1.386 -0.828
N -4.966287 2.261824 -4.458570 -1.417 1.253 1.106
C -5.277669 1.323142 -5.500898 -0.168 -1.076 -0.093
C -5.192439 2.030683 -6.835335 0.237 -0.200 -0.658
O -6.322910 2.886754 -6.996503 0.120 0.525 0.306
C -7.425402 2.278536 -7.616130 0.045 -1.283 -0.411
H -2.677931 -1.051870 -2.930864 -0.010 0.351 0.160
H -3.887072 -2.264055 -3.178636 -0.178 0.604 0.581
H -3.699940 -1.463808 -1.580964 -0.286 0.015 0.826
H -3.471853 1.225856 -2.504079 0.054 0.062 -0.095
H -4.767297 0.822593 -1.381348 0.076 -0.356 -0.368
H -5.415269 2.751320 -2.454926 0.091 -0.284 -0.372
H -6.455175 1.470451 -3.077786 0.317 -0.073 -0.173
H -5.621678 3.034900 -4.678983 0.843 -0.136 0.208
H -6.292613 0.886084 -5.332076 0.357 0.131 -0.409
H -4.589413 0.483125 -5.448216 0.123 -0.073 -0.147
H -5.168190 1.342658 -7.694412 -0.033 -0.177 0.296
H -4.235221 2.610233 -6.914874 -1.016 -0.112 0.293
H -8.283581 2.937688 -7.590468 -0.038 0.263 0.292
H -7.729247 1.275871 -7.178038 0.435 1.062 -0.210
H -7.196066 2.107736 -8.681384 -0.051 -0.116 0.136
C 1.395261 3.842432 7.084502 -0.691 -0.391 -0.101
O 0.290719 3.542533 6.276493 -0.689 -0.055 0.006
C 0.392565 4.055984 4.947529 -0.314 -0.492 0.713
C -0.244276 3.043881 4.044819 -0.892 0.305 -0.212
N 0.573964 1.871655 3.937746 0.003 -1.052 -0.774
C 0.094445 0.793532 3.012116 -0.494 1.122 0.141
C -1.351691 0.286514 3.226818 0.518 0.690 -0.566
O -1.561147 0.041915 4.590329 -0.029 -0.649 0.886
C -2.849294 -0.450051 4.910288 0.001 0.323 -0.393
H 1.197618 3.462846 8.077220 -0.061 -0.288 0.231
H 1.504861 4.905819 7.181097 0.539 0.729 -0.094
H 2.244368 3.333359 6.657246 0.841 0.166 0.074
H 1.452872 4.108349 4.710076 0.054 0.529 -0.224
H -0.158345 5.010044 4.865971 0.520 -0.062 0.062
H -0.343418 3.518387 3.071801 -0.146 -0.161 -0.339
H -1.276185 2.864833 4.428622 0.386 -0.064 -0.194
H 0.699819 1.487913 4.863366 -0.142 -0.202 0.119
H 0.783406 -0.036700 3.141801 0.105 -0.070 -0.215
H 0.128395 1.149020 1.945627 0.231 -0.293 1.033
H -1.462167 -0.577165 2.554192 -0.198 -0.164 0.369
H -2.089277 1.035506 2.910274 0.066 0.090 -0.197
H -3.613097 0.183969 4.445745 -0.072 -0.191 -0.243
H -3.037460 -0.383566 5.974255 0.419 0.068 0.341
H -2.978148 -1.497161 4.620614 -0.021 0.038 -0.246
C -3.803669 -6.175724 -5.253764 0.095 -1.232 0.576
O -2.909590 -5.738102 -4.253132 -0.231 -0.068 -0.451
C -1.687533 -5.296273 -4.808008 0.616 -0.087 0.010
C -0.765507 -4.876466 -3.689177 -0.710 1.095 -0.098
N -0.452441 -5.986186 -2.858208 1.432 -0.380 1.255
C 0.104334 -5.661580 -1.520329 -0.652 1.671 -1.162
C 0.660686 -6.868305 -0.883484 0.511 -0.331 0.105
O -0.376206 -7.793862 -0.664884 0.217 -1.123 1.208
C 0.147711 -8.931751 0.034396 -1.076 -0.612 -0.161
H -4.166157 -5.381497 -5.891871 0.000 0.372 -0.238
H -4.638039 -6.657802 -4.744985 -0.199 0.325 0.104
H -3.380334 -7.000987 -5.859714 0.197 0.503 -0.037
H -1.845759 -4.443942 -5.469259 -0.115 0.107 -0.214
H -1.211037 -6.110728 -5.376006 -0.167 0.017 -0.066
H -1.284452 -4.041761 -3.166937 0.245 -0.427 -0.014
H 0.151523 -4.428991 -4.112579 -0.210 -0.220 0.041
H -1.180799 -6.670441 -2.768732 -0.449 0.097 0.017
H -0.611890 -5.081094 -0.899291 -0.041 -0.747 0.030
H 0.901081 -4.904190 -1.599286 0.085 -0.397 -0.452
H 1.203073 -6.597959 0.045780 -0.352 -0.253 -0.195
H 1.367036 -7.356105 -1.565054 0.294 0.257 -0.030
H 0.741362 -8.651419 0.901880 -0.143 0.308 0.299
H 0.828563 -9.545929 -0.578008 -0.274 0.204 -0.258
H -0.716078 -9.584595 0.360944 0.888 0.799 -0.397
C 0.357365 8.308445 -1.799318 0.403 0.114 0.607
O 0.775295 7.467191 -2.851457 0.234 0.625 0.314
C 0.242476 6.170173 -2.790903 0.142 -0.448 -0.084
C 0.870457 5.311095 -3.886887 -0.339 -0.949 0.789
N 2.269811 4.967776 -3.710085 -0.288 -0.214 -1.251
C 2.667108 3.615967 -4.204938 -0.372 0.759 1.628
C 3.822138 3.132972 -3.268762 -0.794 0.144 -0.610
O 3.398323 2.896027 -1.911779 0.094 -0.204 -0.617
C 2.556154 1.760027 -1.708012 0.102 0.460 -0.394
H 0.981343 9.209201 -1.822514 -0.184 -0.131 -0.221
H 0.505182 7.882951 -0.778215 -0.045 -0.182 -0.661
H -0.694462 8.601379 -1.874678 -0.083 -0.079 -0.157
H -0.863039 6.220349 -2.956336 0.603 -0.259 0.320
H 0.497870 5.720500 -1.802995 -0.495 0.145 -0.361
H 0.669268 5.737783 -4.845632 0.017 0.608 -0.800
H 0.309076 4.368160 -3.886257 -0.350 -0.040 0.072
H 2.581842 5.215033 -2.797496 0.333 -0.364 0.672
H 2.840355 3.675080 -5.287531 0.710 -0.106 0.322
H 1.845942 2.899796 -4.115276 -0.305 -0.019 0.105
H 4.414084 4.026060 -3.146474 0.872 -0.028 -0.150
H 4.386957 2.294931 -3.754268 -0.375 0.461 0.744
H 3.081980 0.864369 -2.019344 -0.101 -0.361 -0.352
H 1.611368 1.911716 -2.250382 0.169 -0.450 0.199
H 2.353150 1.635520 -0.643699 0.023 0.326 -0.052
C 0.417835 -8.826401 3.943960 1.816 -0.586 -0.918
O 1.356745 -7.947079 3.313784 -0.103 -0.709 -0.003
C 1.148083 -6.617968 3.693277 0.703 0.304 0.113
C 2.048901 -5.676305 2.883250 -1.417 1.212 0.523
N 2.081410 -4.308517 3.525138 0.726 -0.645 -1.389
C 0.812116 -3.685004 3.749422 -2.169 -1.227 -1.009
C 0.813459 -2.583862 4.743881 0.001 0.474 0.275
O 1.050533 -3.061112 6.053098 -0.334 0.034 0.801
C 1.192190 -2.012647 7.017930 0.558 -0.314 -0.464
H 0.498486 -8.679718 5.017238 -0.429 -0.219 0.223
H 0.745716 -9.833944 3.633889 0.011 0.269 0.545
H -0.571231 -8.754907 3.534400 -0.779 0.652 0.050
H 1.404325 -6.457688 4.771131 -0.565 -0.194 -0.431
H 0.115738 -6.396991 3.447505 -0.408 0.351 0.501
H 1.577748 -5.605020 1.875788 0.781 0.218 0.517
H 3.060681 -6.048913 2.843247 0.243 -0.130 -0.195
H 2.521666 -4.347921 4.413733 0.761 -0.372 0.771
H 0.078757 -4.471684 4.022695 -0.077 0.628 0.306
H 0.409461 -3.293201 2.796522 0.240 0.068 0.208
H -0.087495 -1.965036 4.659953 -0.239 -0.327 0.251
H 1.608481 -1.924987 4.485220 1.001 0.834 -0.320
H 1.216146 -2.444459 8.019154 -0.038 -0.196 -0.180
H 0.386918 -1.287116 6.975212 -0.367 0.089 -0.178
H 2.138142 -1.472053 6.860045 -0.118 -0.065 -0.042
O 4.119517 0.482374 3.716603 -0.127 -0.259 0.062
H 3.783108 -0.336617 3.294548 -0.084 0.496 0.140
H 3.366911 0.921509 4.139016 0.062 -0.271 -0.369
O 2.925330 -1.817778 2.108070 -0.007 0.892 -0.492
H 2.552843 -2.654135 2.392766 0.013 -0.689 0.238
H 2.342554 -1.486357 1.400899 0.166 -0.128 0.305
O -0.039312 -0.285299 -5.074429 -0.348 0.258 -0.736
H 0.321234 -0.588961 -4.245652 -0.086 -0.138 0.593
H -0.990943 -0.156409 -4.952357 0.425 -0.117 0.252
O 3.676066 -3.794541 -2.540437 -1.027 0.579 0.078
H 2.826392 -3.297540 -2.482996 0.751 -0.479 -0.170
H 4.053509 -3.625058 -1.674542 0.189 -0.031 0.158
```
Positions in Å, forces in eV/Å.

* total energy: -3903.39422 hartree
* total charge: -1
* M: 1016.168 g mol⁻¹